#1
C3H7NOSi | ωB97M-V/def2-TZVPD

Its highest occupied orbital energy is -9.325 eV. Its SMILES is C=C/C=N/O[SiH3]. Its LUMO energy is 0.74 eV. The total charge is 0.

CARTESIAN COORDINATES (ANGSTROEM)
H (-1.8450, -1.8477, -2.8933)
Si (-0.7270, -1.3148, -2.1366)
H (2.1938, 1.1497, 1.0839)
O (-1.5889, -0.9702, -0.7722)
C (-0.1560, -0.0391, 0.7091)
C (0.1811, 0.9768, 1.6785)
H (-0.6255, 1.3663, 2.2824)
H (-0.0805, -0.1206, -2.6699)
H (0.2836, -2.3453, -1.8517)
H (0.6799, -0.4767, 0.1539)
C (1.3983, 1.5121, 1.7166)
H (1.6402, 2.3418, 2.3571)
N (-1.3539, -0.2323, 0.3422)



#2
C3H7NOSi | ωB97M-V/def2-TZVPD

Its highest occupied orbital energy is -9.246 eV. Its SMILES is O=C=N[SiH3].C=C. Its LUMO energy is 0.74 eV. The total charge is 0.

CARTESIAN COORDINATES (ANGSTROEM)
H (2.2110, 2.7934, 0.1030)
C (-0.5772, -1.2249, 0.3652)
H (0.4404, -3.0240, -0.0012)
H (-0.3189, -2.4623, -1.4681)
H (-1.1218, -0.3764, 0.0659)
C (-0.1524, -2.2843, -0.3844)
H (0.4571, 2.3790, -1.0117)
O (3.1690, -1.0905, -0.4304)
H (-0.4352, -1.2756, 1.4794)
Si (0.9599, 2.0364, 0.2056)
H (0.3282, 2.3224, 1.5387)
N (1.3903, 0.3017, 0.1481)
C (2.3204, -0.3806, -0.1584)



#3
C3H7NOSi | ωB97M-V/def2-TZVPD

Its highest occupied orbital energy is -11.047 eV. Its SMILES is C[SiH](C)OC#N. Its LUMO energy is 0.43 eV. The total charge is 0.

CARTESIAN COORDINATES (ANGSTROEM)
Si (0.1935, -0.1247, 0.6111)
O (-1.2015, -0.9432, 0.4865)
H (0.7597, -1.7052, -1.1299)
N (-3.4196, 0.5591, 0.3330)
C (-2.4820, -0.0779, 0.3952)
C (1.4368, -1.4388, -0.2512)
H (2.4344, -1.2862, -0.6764)
H (0.2203, 0.3604, 2.0618)
H (0.3795, 1.3143, -1.4372)
C (0.1305, 1.4733, -0.4276)
H (1.7084, -2.3169, 0.3917)
H (0.7987, 2.2271, 0.0208)
H (-0.9585, 1.9588, -0.3777)



Going by the computed energies, the most stable comes first: #3, #2, #1.